Version a
This record from OMol25 describes 8 unconnected molecules or ions with the total composition H16O8. The level of theory is the ωB97M-V functional and the def2-TZVPD basis.

Atoms and positions in Å:
1 O -9.61471 14.89155 -4.80446
2 H -8.68739 14.66141 -4.67609
3 H -9.71331 15.78727 -5.08222
4 O -6.84894 18.41243 -4.79049
5 H -6.37005 19.20801 -5.04289
6 H -6.37400 17.62270 -4.94898
7 O -9.27779 17.54316 -1.66514
8 H -9.25486 16.66584 -1.33000
9 H -9.33211 18.07870 -0.86941
10 O -7.77833 17.36251 -7.44993
11 H -7.39652 18.18940 -7.25044
12 H -7.59766 16.94907 -6.61403
13 O -9.65400 17.67272 -4.46888
14 H -9.76963 17.68214 -3.50017
15 H -8.68007 17.78192 -4.48538
16 O -11.67810 16.54932 -6.75430
17 H -11.23773 17.08501 -6.11090
18 H -10.91474 16.23138 -7.18496
19 O -12.04580 15.96737 -2.14360
20 H -11.17036 15.65540 -2.35971
21 H -11.73252 16.87886 -1.97633
22 O -5.50283 18.04589 -2.49031
23 H -5.97187 18.22994 -3.32218
24 H -6.20601 17.48976 -2.05570

Calculated values
- SMILES = O.O.O.O.O.O.O.O

Atomic partial charges in e from the Mulliken method, atoms 1 to 6: number 1, O, carries -0.597; number 2, H, carries 0.281; number 3, H, carries 0.303; number 4, O, carries -0.781; number 5, H, carries 0.285; number 6, H, carries 0.355

---

Version b
This record from OMol25 describes 8 unconnected molecules or ions with the total composition H16O8. The level of theory is the ωB97M-V functional and the def2-TZVPD basis.

Atoms and positions in Å:
1 O -2.53062 -0.92186 1.72181
2 H -2.67508 -0.19649 2.32945
3 H -1.81474 -0.62524 1.15988
4 O 1.99735 2.39590 0.34487
5 H 1.99262 2.58765 1.28265
6 H 2.90917 2.51659 0.07983
7 O 0.57062 -0.65541 2.77083
8 H 1.45730 -0.82917 3.08678
9 H 0.02213 -0.70920 3.55346
10 O -0.30460 0.12678 0.35673
11 H 0.38277 0.79100 0.30619
12 H -0.11123 -0.35814 1.15904
13 O 0.08818 2.66612 -1.69218
14 H -0.56272 2.49298 -1.01204
15 H 0.93012 2.51454 -1.26277
16 O -0.54487 -0.32394 -2.28505
17 H -0.73891 0.41373 -2.86334
18 H -0.42999 0.07206 -1.42121
19 O -1.73492 -2.69712 -0.96289
20 H -1.90022 -2.10889 -0.22608
21 H -1.17475 -2.19202 -1.55224
22 O 1.27238 -1.91548 -1.36039
23 H 2.15538 -1.79258 -1.70887
24 H 0.74460 -1.25181 -1.80447

Calculated values
- SMILES = O.O.O.O.O.O.O.O

Atomic partial charges in e from the Mulliken method, atoms 1 to 6: number 1, O, carries -0.637; number 2, H, carries 0.303; number 3, H, carries 0.366; number 4, O, carries -0.624; number 5, H, carries 0.280; number 6, H, carries 0.291

---

Version c
This record from OMol25 describes 8 unconnected molecules or ions with the total composition H16O8. The level of theory is the ωB97M-V functional and the def2-TZVPD basis.

Atoms and positions in Å:
1 O -0.64909 0.50717 -0.31747
2 H -1.41586 0.94308 -0.70608
3 H -0.11383 1.23312 0.02236
4 O 1.17758 -2.59821 0.46070
5 H 0.82338 -3.47641 0.28101
6 H 0.74631 -2.33482 1.28144
7 O 3.74023 -1.26662 -0.45166
8 H 4.63044 -1.63584 -0.46569
9 H 3.40715 -1.49082 0.42458
10 O -2.51469 -1.85806 -2.26373
11 H -1.78669 -2.23391 -2.77142
12 H -2.08977 -1.21433 -1.68577
13 O 1.93017 0.03619 0.42825
14 H 1.49694 0.85022 0.70871
15 H 1.71263 -0.03468 -0.50804
16 O 1.00231 0.79360 -2.35771
17 H 0.25955 1.34581 -2.08871
18 H 1.74369 1.13025 -1.84195
19 O -1.94800 1.67233 3.46939
20 H -1.39232 2.45919 3.50167
21 H -2.47598 1.79065 2.67175
22 O -2.54132 1.48821 0.85554
23 H -2.25941 2.26133 0.35373
24 H -3.48342 1.63255 0.99908

Calculated values
- SMILES = O.O.O.O.O.O.O.O

Atomic partial charges in e from the Mulliken method, atoms 1 to 6: number 1, O, carries -0.624; number 2, H, carries 0.286; number 3, H, carries 0.259; number 4, O, carries -0.553; number 5, H, carries 0.267; number 6, H, carries 0.311

---

Stability, descending: version b, version a, version c